(1)
Below is a 2-piece molecular cluster, C4H4N2 overall at a distorted geometry, with properties calculated with wB97M-V/def2-TZVPD.

Geometry as XYZ:
```
10
Properties=species:S:1:pos:R:3:forces:R:3
C -0.2673 0.5533 -0.9155 -0.27 0.15 -0.02
C -0.0851 0.6107 0.4071 -0.07 0.42 -0.18
C -1.1908 1.0265 1.2178 -0.80 0.58 0.52
N -2.1475 1.2262 1.8366 0.83 -0.03 -0.40
C 0.6039 -1.9462 0.6373 1.05 -0.51 -0.89
N 1.3687 -1.7258 -0.2364 -0.66 -0.35 0.86
H 1.7306 -1.0981 -0.9312 0.27 -0.38 0.07
H -1.0728 1.1284 -1.3492 -0.38 -0.34 0.02
H 0.2569 -0.0884 -1.6197 0.37 0.66 0.24
H 0.8035 0.3133 0.9531 -0.35 -0.19 -0.21
```
Positions in Å, forces in eV/Å.

Results
**E**: -7189.6109 eV
**HOMO**: -10.44 eV
**Energy relative to the best compared isomer or geometry (same formula, charge and spin)**: 3.0777 eV

=====

(2)
Below is one molecule with the formula C3H5FO at a distorted geometry, with properties calculated with wB97M-V/def2-TZVPD.

Geometry as XYZ:
```
10
Properties=species:S:1:pos:R:3:forces:R:3
O -0.1933 1.4004 0.7484 -0.58 0.62 -2.08
C -0.5253 0.9821 -0.6181 1.29 4.19 0.57
C 0.2811 -0.1259 -1.0441 -0.65 0.53 -1.38
C 0.4948 -1.1372 -0.2848 1.71 -2.15 0.94
F 0.0913 -1.1765 1.0104 -0.01 -0.14 0.04
H -0.4460 0.6271 1.2186 -0.12 -0.71 1.31
H -1.5206 0.6391 -0.6986 -1.64 0.30 -0.02
H -0.3247 1.9252 -1.2980 -0.66 -1.88 1.36
H 0.3640 -0.1527 -2.1029 1.00 -0.49 -0.70
H 1.1469 -1.9673 -0.5177 -0.34 -0.28 -0.05
```
Positions in Å, forces in eV/Å.

Results
**Structure (SMILES)**: OC/C=C\F
**E**: -7955.2168 eV
**HOMO**: -10.07 eV
**Energy relative to the best compared isomer or geometry (same formula, charge and spin)**: 1.2921 eV

=====

(3)
Below is a 2-piece molecular cluster, CH3ClN2O2 overall at a distorted geometry, with properties calculated with wB97M-V/def2-TZVPD.

Geometry as XYZ:
```
9
Properties=species:S:1:pos:R:3:forces:R:3
C -0.0437 -0.0085 0.0139 3.69 -1.72 3.59
N 1.5615 -1.1927 0.2412 -3.43 1.88 -0.23
N 2.4317 -0.6656 1.1799 0.79 0.13 -0.06
O 1.9431 0.0367 2.0451 -0.24 -0.15 -0.16
O 3.5930 -1.0047 1.0950 -0.11 0.19 0.29
Cl 2.3350 -1.6865 -1.1802 -0.21 0.15 -0.16
H -0.3548 -0.3670 -0.8666 -1.54 -1.86 -2.85
H -0.5511 -0.1660 0.9681 0.11 -0.21 -0.60
H 0.3626 0.9396 -0.1163 0.94 1.58 0.17
```
Positions in Å, forces in eV/Å.

Results
**E**: -20676.7896 eV
**HOMO**: -10.09 eV
**Energy relative to the best compared isomer or geometry (same formula, charge and spin)**: 4.1751 eV

=====

(4)
Below is a 2-piece molecular cluster, C2H2N2O3 overall at a distorted geometry, with properties calculated with wB97M-V/def2-TZVPD.

Geometry as XYZ:
```
9
Properties=species:S:1:pos:R:3:forces:R:3
C -0.4515 0.3468 0.2107 1.24 1.32 2.47
C 0.3696 -0.3085 -0.5887 2.31 -3.66 -2.31
H -0.1753 1.7985 1.7911 -1.72 -0.79 -5.77
H 0.2551 0.5958 -2.1174 3.85 -3.20 0.23
N -0.6842 -0.5567 1.1598 -2.91 -2.01 3.64
N -0.2409 -1.7539 0.9583 -0.82 3.82 1.00
O -0.5381 1.6760 0.5058 0.89 0.70 4.64
O 0.4652 -1.5787 -0.1292 1.65 -1.12 -3.42
O 1.0001 -0.2192 -1.7905 -4.50 4.93 -0.48
```
Positions in Å, forces in eV/Å.

Results
**E**: -11223.0845 eV
**HOMO**: -9.58 eV
**Energy relative to the best compared isomer or geometry (same formula, charge and spin)**: 5.7206 eV

=====

(5)
Below is a 2-piece molecular cluster, C5H12OS overall at a distorted geometry, with properties calculated with wB97M-V/def2-TZVPD.

Geometry as XYZ:
```
19
Properties=species:S:1:pos:R:3:forces:R:3
C 0.2680 1.7576 2.2339 0.74 -0.07 0.05
C 0.4837 0.4894 1.8929 -0.98 0.56 0.15
C 1.8062 -0.1769 1.9306 0.19 -0.28 -0.32
O -0.5867 -0.2644 1.4831 0.27 -0.19 0.02
H 1.1309 2.3212 2.5606 -0.13 0.14 0.07
H -0.6864 2.2546 2.1913 -0.16 -0.15 -0.06
H 2.5728 0.5368 2.2120 0.12 -0.01 -0.02
H 1.8352 -1.0209 2.6210 -0.12 0.02 0.09
H 2.0309 -0.5782 0.9353 0.15 0.04 0.05
H -0.2613 -1.0564 1.0401 -0.11 -0.10 -0.09
C -0.0819 0.4836 -1.6134 0.23 -0.94 0.28
S -0.1577 -1.3208 -1.9296 -0.18 0.55 0.06
C -1.8232 -1.4253 -2.6412 0.34 -0.22 0.32
H -0.8148 0.7474 -0.8573 -0.21 0.17 -0.18
H -0.1787 1.0252 -2.5474 -0.05 0.18 0.02
H 0.8953 0.6484 -1.1596 0.05 0.17 -0.19
H -1.9473 -2.4687 -2.9250 -0.11 0.05 -0.13
H -2.5902 -1.1673 -1.9141 0.02 0.07 0.04
H -1.8947 -0.7852 -3.5132 -0.05 0.02 -0.15
```
Positions in Å, forces in eV/Å.

Results
**Structure (SMILES)**: C=C(C)O.CSC
**E**: -18261.6429 eV
**HOMO**: -8.63 eV
**Energy relative to the best compared isomer or geometry (same formula, charge and spin)**: 0.8230 eV